# 1
79
Properties=species:S:1:pos:R:3:forces:R:3 method="wB97M-V/def2-TZVPD" spin_multiplicity=1 e_tot_ev=-75481.0864 lumo_energy_ev=-0.361
O 4.07671 -1.40053 -0.50497 -0.102 0.350 0.461
P 3.57558 -2.56931 0.26680 0.741 0.778 -1.978
C 1.77211 -2.30232 0.52761 -1.094 -0.881 0.296
N 0.73085 -3.10201 0.24794 0.567 -0.609 -0.494
C 0.89202 -4.47451 -0.33377 0.892 -3.460 -1.972
O 1.49222 -4.55029 -1.41246 0.069 1.846 0.361
O 0.45839 -5.41599 0.31520 -0.962 1.022 1.378
C -0.43077 -2.51533 0.55541 -1.739 1.639 0.770
C -1.84528 -3.02949 0.38465 1.180 -1.137 0.575
O -2.72494 -2.10643 1.05230 0.244 0.220 -0.835
C -3.31282 -1.21052 0.25683 -0.596 0.000 0.799
F -4.50862 -1.63256 -0.16167 0.070 0.024 -0.395
F -3.55816 -0.09173 0.99822 0.242 -0.192 -0.185
F -2.59802 -0.81868 -0.79899 0.018 -0.090 -0.158
C -0.15605 -1.27051 1.10294 0.401 -2.239 -1.172
N 1.20496 -1.21992 1.03616 1.004 2.819 1.914
C 1.91599 -0.01313 1.50333 0.524 0.538 -1.178
C 1.88355 0.98697 0.30740 -0.945 -0.211 0.332
C 2.67746 2.26064 0.58316 0.124 -0.847 -0.645
O 3.83545 2.34989 0.28800 -0.379 0.604 0.314
O 1.99527 3.28784 1.16701 0.302 -0.667 0.190
H 3.72297 -3.71836 -0.54096 -0.553 -0.261 0.875
H 4.25822 -2.72554 1.47853 -0.959 -0.222 0.274
H -2.09894 -3.22814 -0.65970 -0.114 0.276 0.155
H -1.94650 -3.98251 0.90748 -0.052 0.190 -0.145
H -0.83470 -0.53035 1.49289 0.438 0.136 0.055
H 2.97087 -0.22787 1.70235 -0.331 -0.208 0.183
H 1.43060 0.40659 2.38757 0.118 -0.356 -0.032
H 0.81952 1.20466 0.10771 0.304 0.221 0.096
H 2.24076 0.45913 -0.58360 0.443 0.331 0.281
H 1.17987 2.91395 1.53035 -0.219 0.384 -0.173
O 4.06145 5.54513 0.10345 -0.005 0.037 -0.095
H 3.77071 5.63437 -0.81097 -0.134 -0.063 0.055
H 3.88282 4.62206 0.31446 0.181 -0.046 0.059
O -3.38746 -5.45204 0.00465 -0.269 -0.119 -0.119
H -3.69819 -5.40203 -0.90527 0.008 -0.038 0.000
H -3.51550 -6.37533 0.24561 0.102 0.007 0.051
O -1.22015 -1.18502 -3.83520 0.008 0.197 -0.100
H -1.15865 -0.23898 -4.00946 0.035 0.014 0.074
H -1.78113 -1.24207 -3.05578 -0.035 -0.070 -0.030
O -4.60055 -0.54433 3.52421 -0.182 -0.016 -0.026
H -5.54689 -0.57066 3.69644 0.024 0.037 0.089
H -4.52986 -0.41838 2.57099 0.016 -0.010 0.281
O 3.15862 7.03578 -2.25822 -0.122 0.192 -0.166
H 3.81933 7.47007 -1.70556 0.067 -0.033 -0.058
H 2.43747 7.67359 -2.30460 -0.014 -0.009 0.142
O -1.34169 -1.38916 -7.12274 -0.171 -0.135 -0.090
H -1.40620 -2.35025 -7.10028 0.195 -0.012 0.065
H -1.19952 -1.14755 -6.20093 -0.060 -0.102 0.060
O -2.27335 -1.77761 4.92999 0.145 -0.168 0.306
H -2.68550 -0.93293 4.71206 -0.076 -0.033 -0.002
H -3.02091 -2.35508 5.11365 -0.082 0.020 -0.259
O -1.16435 -2.49087 7.95263 -0.191 -0.138 -0.152
H -1.53172 -2.39628 7.06303 0.181 0.188 -0.195
H -1.27991 -3.42404 8.15523 0.063 0.028 0.150
O 2.93218 2.09440 3.85134 -0.074 -0.158 -0.277
H 3.83443 1.77736 3.73731 0.029 0.055 0.098
H 2.80854 2.71645 3.12434 0.140 0.211 0.167
O 1.55807 5.16214 -4.04253 -0.068 0.249 -0.122
H 2.13534 5.84669 -3.67741 0.271 -0.229 0.139
H 1.57012 5.32694 -4.99306 -0.114 0.017 0.005
O 5.96559 -3.81270 1.42308 0.535 -0.092 -0.018
H 6.56092 -4.56342 1.31816 -0.087 -0.053 0.011
H 6.54545 -3.04375 1.36133 -0.001 -0.017 -0.018
O 1.84046 2.53398 -5.48861 -0.052 0.046 0.068
H 1.77930 1.73548 -4.95692 0.067 -0.048 -0.062
H 1.90931 3.24746 -4.84153 0.012 -0.015 0.107
O -4.12342 -1.92390 -8.57240 0.012 -0.127 0.049
H -3.22475 -1.84449 -8.22993 0.011 0.254 -0.012
H -4.67809 -1.63900 -7.84087 -0.013 0.020 -0.021
O -3.91954 2.61146 0.12448 -0.008 -0.134 -0.070
H -4.25667 2.71528 -0.77090 0.009 0.108 0.019
H -4.05304 1.67940 0.32748 -0.005 0.219 -0.029
O -1.27618 6.49027 -2.85345 0.160 0.109 0.007
H -0.36609 6.18454 -2.95301 -0.052 -0.201 -0.090
H -1.40309 7.09209 -3.59294 -0.073 -0.017 0.003
O -2.21092 0.22685 7.67967 0.009 0.015 0.061
H -3.08205 -0.12507 7.47787 -0.015 0.023 0.026
H -1.75333 -0.51046 8.10741 -0.016 0.043 -0.028


# 2
48
Properties=species:S:1:pos:R:3:forces:R:3 method="wB97M-V/def2-TZVPD" spin_multiplicity=3 de_lowest_kj_mol=4125.14 e_tot_ev=-37296.1371 s2=2.30 lumo_energy_ev="-1.025 / -0.987"
Pt 0.05499 -4.72079 -0.05589 1.297 0.079 -0.550
N 0.03287 -1.09690 -0.02846 0.939 0.463 -8.639
C 1.54168 -1.82797 -0.03469 6.237 -5.222 -4.923
C 2.71272 -0.97167 -0.06375 0.625 -0.223 1.319
C 3.96119 -1.53882 -0.08380 -0.309 -0.561 0.517
C 4.14325 -2.94383 -0.08782 0.102 0.374 -0.156
C 3.04039 -3.76958 -0.06713 -0.152 0.132 0.428
N 1.77039 -3.31460 -0.04335 6.303 -1.532 1.561
C -1.48808 -1.83521 -0.00834 -5.686 -4.827 6.090
C -2.65423 -0.99192 -0.07102 -0.469 -0.049 -1.407
C -3.89782 -1.57543 -0.10697 0.352 -0.577 -0.508
C -4.05534 -2.98043 -0.09456 -0.037 0.462 0.132
C -2.93473 -3.78669 -0.06172 0.105 -0.227 -0.493
N -1.68512 -3.30227 -0.02654 -6.269 -0.032 -0.558
H 0.05384 -0.19592 0.74748 9.966 2.041 -0.392
H 2.61571 0.10159 -0.07886 -0.024 -0.014 -0.024
H 4.82956 -0.89151 -0.10796 -0.021 0.023 -0.040
H 5.13588 -3.36964 -0.10904 -0.008 0.009 -0.050
H 3.14461 -4.84790 -0.06991 0.067 0.004 0.025
H -2.56370 0.08128 -0.10466 0.046 -0.021 0.086
H -4.77557 -0.94190 -0.15098 0.013 0.019 0.038
H -5.03952 -3.42544 -0.12397 0.010 -0.005 0.051
H -3.01214 -4.86876 -0.06803 -0.013 0.004 -0.070
N -0.42060 2.94764 1.02975 0.132 -0.193 -0.356
C -0.23669 4.24393 0.61028 -0.337 0.640 0.768
C -0.51175 5.45482 1.23677 0.004 0.196 -0.011
C -0.20461 6.60606 0.53562 0.068 -0.148 -0.158
C 0.36123 6.54525 -0.75493 -0.046 -0.151 0.109
C 0.62881 5.33318 -1.36447 -0.055 0.338 0.109
C 0.31834 4.17489 -0.65574 0.223 -0.329 -0.526
N 0.47998 2.84894 -1.02398 -0.010 -0.340 0.153
C 0.03267 2.16197 -0.00523 -0.137 -0.084 0.737
C 0.03093 0.69788 -0.00569 -1.063 4.490 -4.663
C -0.61743 -0.16077 1.41333 -6.579 1.765 8.436
C -0.57863 -1.77090 1.31078 -6.426 2.522 0.016
N 0.03220 -2.56108 -0.02833 0.463 -1.571 -0.652
C 0.55731 -1.81430 -1.18991 3.939 -1.766 1.432
C 0.53783 -0.09242 -1.15934 -3.552 5.682 3.153
H -0.80744 2.65391 1.91173 0.084 -0.061 -0.172
H -0.94613 5.49652 2.22729 0.001 0.019 -0.002
H -0.40184 7.57019 0.98448 0.004 0.006 -0.008
H 0.58979 7.46461 -1.27703 -0.009 0.016 0.022
H 1.06246 5.28408 -2.35371 -0.003 -0.058 0.005
H -0.99862 0.34845 2.28780 0.803 0.490 0.124
H -0.94752 -2.35978 2.14265 0.870 -0.648 0.069
H 0.92726 -2.35502 -2.05830 -1.036 0.440 -0.809
H 0.92683 0.39193 -2.04663 0.217 -0.528 -0.275
O -0.74519 -6.09568 -0.86724 -0.631 -1.045 0.063


# 3
14
Properties=species:S:1:pos:R:3:forces:R:3 method="wB97M-V/def2-TZVPD" smiles="O=C=NS.C=C.S" spin_multiplicity=1 de_lowest_kj_mol=310.08 e_tot_ev=-28430.0282 lumo_energy_ev=0.375
C 3.99797 -0.23332 0.40898 -0.109 -0.672 0.101
C 1.01802 1.73492 -0.10062 -0.368 3.398 -0.947
C -0.01753 1.03772 0.27233 1.408 -0.679 0.180
N 3.35830 -1.22016 0.41733 -1.795 -2.246 -0.196
O 4.74878 0.60532 0.55116 2.190 3.099 0.160
S 2.16100 -1.92424 -0.51654 -0.975 -1.562 1.965
S -2.76764 -1.56234 0.58199 0.135 0.137 -0.938
H 0.99294 2.85629 -0.37885 -0.272 -2.005 0.351
H 1.94332 1.30792 -0.22858 2.207 -0.888 0.086
H 1.66088 -2.74288 0.60008 0.727 1.307 -2.019
H 0.17035 0.02825 0.61305 -0.666 -0.123 -0.176
H -0.91301 1.53964 0.20544 -2.350 0.378 0.509
H -3.60258 -1.87882 -0.42184 -0.313 -0.198 0.375
H -1.97832 -1.09769 -0.41403 0.182 0.054 0.548